1.
ORCA calculation (ωB97M-V/def2-TZVPD) on a molecular structure, C34H36N12O4Ta in a non-equilibrium geometry.

Last column: Löwdin charge in e.
Atoms and positions in Å:
1 Ta -0.3691 0.4820 0.3249  2.03
2 O 0.0739 2.2051 4.0427  0.19
3 C 0.3393 1.8115 2.9498  -0.42
4 N -0.4970 1.8499 1.8182  -0.07
5 C -1.3705 2.9393 1.6631  -0.20
6 C -1.7916 3.8335 2.6482  0.02
7 C -2.6034 4.8885 2.2874  -0.02
8 C -3.0009 5.0592 0.9608  -0.02
9 C -2.5610 4.2020 -0.0228  0.01
10 C -1.7268 3.1323 0.3243  -0.22
11 N -1.0980 2.2019 -0.5227  -0.07
12 C -1.0097 2.4660 -1.8964  -0.44
13 O -1.7170 3.1871 -2.5353  0.17
14 C 0.0919 1.6865 -2.5267  -0.19
15 C 0.5662 2.0235 -3.7716  0.07
16 C 1.5748 1.2499 -4.3338  0.04
17 C 2.0480 0.1549 -3.6250  0.01
18 C 1.5320 -0.1107 -2.3716  -0.11
19 N 0.5686 0.6444 -1.8148  -0.01
20 C 1.6719 1.2489 2.5886  -0.20
21 C 2.7306 1.3582 3.4601  0.06
22 C 3.9850 0.9347 3.0336  0.03
23 C 4.1245 0.4424 1.7437  0.01
24 C 3.0059 0.3428 0.9354  -0.11
25 N 1.7880 0.7191 1.3507  -0.01
26 H -1.4944 3.7076 3.6756  0.11
27 H -2.9145 5.5958 3.0441  0.13
28 H -3.6681 5.8688 0.6981  0.13
29 H -2.8496 4.3709 -1.0467  0.12
30 H 0.1471 2.8828 -4.2780  0.15
31 H 1.9807 1.4934 -5.3070  0.14
32 H 2.8176 -0.4871 -4.0301  0.13
33 H 1.8879 -0.9530 -1.7973  0.10
34 H 2.5552 1.7719 4.4450  0.14
35 H 4.8400 1.0217 3.6897  0.14
36 H 5.0904 0.1494 1.3568  0.13
37 H 3.0851 -0.0215 -0.0810  0.10
38 C -2.6172 -0.2766 -2.1953  -0.17
39 N -3.8782 -0.6151 -2.7788  -0.07
40 C -4.8691 0.4197 -2.4518  -0.11
41 N -5.0281 0.4940 -0.9968  -0.07
42 C -3.7797 0.8521 -0.3914  -0.16
43 N -2.6969 -0.1804 -0.6784  -0.11
44 C -3.2445 -1.5115 -0.1959  -0.17
45 N -4.4984 -1.8341 -0.8097  -0.08
46 C -4.3457 -1.9080 -2.2649  -0.12
47 C -5.4915 -0.8011 -0.4903  -0.12
48 H -2.3000 0.6859 -2.5877  0.11
49 H -1.8830 -1.0369 -2.4622  0.10
50 H -5.8229 0.1721 -2.9120  0.15
51 H -4.5262 1.3817 -2.8355  0.14
52 H -3.9058 0.9337 0.6912  0.13
53 H -3.4663 1.8120 -0.7911  0.11
54 H -3.3824 -1.4623 0.8833  0.10
55 H -2.5192 -2.2927 -0.4239  0.11
56 H -5.3056 -2.1463 -2.7173  0.14
57 H -3.6256 -2.6868 -2.5235  0.14
58 H -5.6315 -0.7461 0.5905  0.14
59 H -6.4411 -1.0577 -0.9550  0.14
60 O 4.1623 -1.5472 5.0632  -0.05
61 C 3.2987 -1.9989 6.1025  -0.21
62 N 1.9680 -2.0581 5.5595  0.11
63 C 1.1626 -0.9715 5.5669  -0.45
64 O 1.4041 0.0766 6.1204  0.13
65 C -0.0858 -1.0328 4.7153  -0.08
66 C -1.3407 -0.7254 5.2279  0.07
67 C -2.3768 -0.4879 4.3378  0.02
68 C -2.1007 -0.4496 2.9849  -0.12
69 N -0.8868 -0.7184 2.4748  -0.02
70 C 0.0789 -1.0474 3.3468  -0.11
71 H 5.0506 -1.4633 5.4313  0.10
72 H 3.2977 -1.2972 6.9349  0.14
73 H 3.5793 -2.9929 6.4486  0.14
74 H 1.6840 -2.8963 5.0800  0.15
75 H -1.4884 -0.6613 6.2987  0.15
76 H -3.3770 -0.2765 4.6897  0.14
77 H -2.8699 -0.1614 2.2801  0.09
78 H 1.0556 -1.2816 2.9479  0.10
79 N 1.3280 -2.4386 0.6167  0.01
80 C 1.4851 -3.6917 0.1681  -0.01
81 C 0.6163 -3.8602 -0.8897  0.01
82 C -0.0324 -2.6368 -1.0147  -0.14
83 N 0.3956 -1.7652 -0.0924  -0.12
84 H 1.8466 -1.9928 1.3546  0.12
85 H 2.1947 -4.3732 0.6100  0.15
86 H 0.4733 -4.7410 -1.4915  0.13
87 H -0.7650 -2.3561 -1.7504  0.09

Molar mass: 857.69 g/mol
Net charge: +3
Kohn-Sham gap (alpha / beta): 5.65 / 5.65 eV
2S+1: 1
Energy relative to the best compared isomer or geometry (same formula, charge and spin): 18.3 kcal per mole
HOMO level (alpha / beta): -16.1382 / -16.1381 eV
E_tot: -2331.47471 Ha

2.
ORCA calculation (ωB97M-V/def2-TZVPD) on 2 unconnected molecules or ions with the total composition C34H36N3O in a non-equilibrium geometry.

Last column: Löwdin charge in e.
Atoms and positions in Å:
1 C 2.0841 -2.4901 -3.4787  -0.06
2 C 3.4031 -1.9074 -3.1541  -0.28
3 C 3.7670 -0.8230 -2.3471  -0.09
4 N 5.1366 -0.6844 -2.4621  0.05
5 C 5.6553 -1.6742 -3.2692  -0.32
6 C 7.0656 -1.8529 -3.6379  -0.04
7 C 4.5952 -2.4723 -3.6865  -0.01
8 H 2.1911 -3.5253 -3.8346  0.09
9 H 1.3967 -2.5056 -2.6346  0.03
10 H 1.6090 -1.9128 -4.2816  0.08
11 H 3.1332 -0.0775 -1.8836  0.07
12 H 5.6815 0.0476 -2.0078  0.15
13 H 7.2116 -2.9306 -3.7629  0.09
14 H 7.2746 -1.3892 -4.6096  0.09
15 H 7.7624 -1.4710 -2.8868  0.08
16 H 4.6698 -3.3073 -4.3736  0.12
17 C -4.8683 -0.2150 0.4368  0.00
18 N -3.5703 -0.7358 0.7830  -0.04
19 C -3.3948 -2.0511 1.1192  -0.40
20 O -4.2790 -2.8962 1.2108  0.09
21 C -1.9042 -2.2857 1.2943  -0.16
22 C -1.4159 -3.3776 0.3495  -0.07
23 C -1.7078 -2.9770 -1.0780  -0.22
24 C -2.8973 -3.3390 -1.7162  -0.02
25 C -3.1830 -2.8414 -2.9894  -0.06
26 C -2.2891 -1.9755 -3.6301  -0.07
27 C -1.0878 -1.6339 -3.0030  -0.08
28 C -0.7829 -2.1943 -1.7635  -0.08
29 N -1.3309 -0.9761 0.9879  0.04
30 C -0.0054 -0.7941 0.7893  0.00
31 C 0.5172 0.3417 0.1646  -0.04
32 C 1.8800 0.5318 -0.1567  0.03
33 C 2.4280 1.8658 -0.0844  -0.22
34 C 3.7752 2.0717 0.3061  -0.01
35 C 4.2055 3.3389 0.7024  -0.05
36 C 3.3219 4.4265 0.6648  -0.04
37 C 2.0128 4.2572 0.1877  -0.05
38 C 1.5836 3.0047 -0.2229  -0.02
39 C -2.3476 0.0585 0.7038  -0.23
40 C -2.3766 1.2289 1.6474  -0.03
41 C -2.7497 1.1006 2.9279  -0.03
42 C -2.8470 2.1821 3.8956  -0.22
43 C -3.2450 1.9033 5.2268  -0.03
44 C -3.3787 2.9232 6.1647  -0.07
45 C -3.1072 4.2535 5.8010  -0.07
46 C -2.6974 4.5446 4.4910  -0.07
47 C -2.5635 3.5256 3.5467  -0.03
48 H -5.6040 -1.0201 0.5141  0.10
49 H -5.1504 0.6053 1.1035  0.10
50 H -4.8564 0.1635 -0.5917  0.10
51 H -1.7113 -2.5275 2.3523  0.18
52 H -0.3456 -3.5513 0.5140  0.12
53 H -1.9726 -4.2857 0.6050  0.14
54 H -3.6032 -3.9894 -1.1916  0.12
55 H -4.1176 -3.1228 -3.4769  0.11
56 H -2.5206 -1.5639 -4.6137  0.11
57 H -0.3800 -0.9472 -3.4742  0.10
58 H 0.1745 -1.9872 -1.2792  0.08
59 H 0.6450 -1.6002 1.1543  0.16
60 H -0.1873 1.1458 -0.0717  0.10
61 H 2.5390 -0.3440 -0.1663  0.11
62 H 4.4348 1.2072 0.3922  0.12
63 H 5.2235 3.4674 1.0732  0.12
64 H 3.6475 5.4112 1.0159  0.12
65 H 1.3174 5.0996 0.1614  0.12
66 H 0.5618 2.8847 -0.5983  0.11
67 H -2.2286 0.4350 -0.3280  0.16
68 H -2.0825 2.1887 1.2119  0.11
69 H -3.0275 0.1067 3.3013  0.13
70 H -3.4489 0.8641 5.4981  0.11
71 H -3.6982 2.6900 7.1833  0.11
72 H -3.2101 5.0535 6.5344  0.11
73 H -2.4826 5.5759 4.2034  0.11
74 H -2.2475 3.7506 2.5266  0.10

Molar mass: 502.68 g/mol
Net charge: +1
Kohn-Sham gap: 5.02 eV
2S+1: 1
Energy relative to the best compared isomer or geometry (same formula, charge and spin): 22.2 kcal per mole
HOMO level: -9.9517 eV
E_tot: -1556.43236 Ha

3.
ORCA calculation (ωB97M-V/def2-TZVPD) on a molecular structure, C34H36N5O6P2PbS2.

Last column: Löwdin charge in e.
Atoms and positions in Å:
1 Pb 1.5417 -0.3076 1.6231  1.40
2 C -2.2502 -1.1412 2.2545  -0.27
3 P -1.1058 -1.4956 0.8875  0.84
4 C -1.3000 -3.3038 0.6958  -0.25
5 C -1.9212 -0.8037 -0.6023  -0.34
6 C -3.2023 -0.2684 -0.4837  -0.07
7 C -3.8437 0.3534 -1.5450  -0.06
8 C -3.2020 0.4691 -2.7636  -0.05
9 C -1.9295 -0.0618 -2.9124  -0.10
10 C -1.2879 -0.6958 -1.8512  -0.34
11 P 0.2572 -1.4776 -2.3944  0.74
12 C 1.0743 -0.5103 -3.6737  -0.17
13 C -0.4254 -2.9186 -3.2550  -0.19
14 H -2.3724 -0.0636 2.3621  0.04
15 H -1.7643 -1.5030 3.1624  0.04
16 H -3.2185 -1.6327 2.1514  0.06
17 H -0.9838 -3.7737 1.6288  0.06
18 H -0.6564 -3.6852 -0.0948  -0.01
19 H -2.3370 -3.5761 0.4956  0.06
20 H -3.7157 -0.3220 0.4656  0.10
21 H -4.8392 0.7543 -1.4085  0.12
22 H -3.6798 0.9611 -3.5999  0.12
23 H -1.4463 0.0247 -3.8785  0.11
24 H 0.8927 0.5549 -3.5550  0.05
25 H 0.7256 -0.8530 -4.6473  0.07
26 H 2.1435 -0.7015 -3.5924  0.07
27 H 0.3423 -3.4681 -3.7890  0.04
28 H -1.1623 -2.5391 -3.9637  0.07
29 H -0.9367 -3.5665 -2.5422  0.06
30 C -4.3457 4.9419 0.0946  -0.04
31 C -3.1283 4.3352 0.7341  -0.26
32 C -2.6692 4.7863 1.9674  -0.02
33 C -1.5521 4.2225 2.5662  -0.03
34 C -0.8879 3.1941 1.9191  -0.27
35 C -1.3291 2.7191 0.6943  -0.06
36 C -2.4420 3.2947 0.1084  -0.03
37 S 0.5233 2.4621 2.6763  0.59
38 O 1.5209 2.2528 1.6117  -0.40
39 O 0.9122 3.2680 3.7970  -0.27
40 N 0.0437 0.9818 3.0472  -0.25
41 C 0.2661 0.4191 4.3065  -0.45
42 C -0.0594 1.0235 5.5236  -0.01
43 C 0.1805 0.3211 6.6845  -0.05
44 C 0.7217 -0.9610 6.6222  -0.07
45 C 1.0048 -1.4811 5.3786  -0.14
46 N 0.7876 -0.8107 4.2416  0.00
47 H -4.5002 5.9657 0.4314  0.08
48 H -5.2414 4.3724 0.3521  0.09
49 H -4.2585 4.9495 -0.9918  0.08
50 H -3.1831 5.6008 2.4625  0.12
51 H -1.1805 4.5902 3.5128  0.12
52 H -0.7986 1.9107 0.2067  0.08
53 H -2.7809 2.9410 -0.8582  0.10
54 H -0.4751 2.0195 5.5377  0.11
55 H -0.0576 0.7670 7.6414  0.12
56 H 0.9196 -1.5351 7.5153  0.11
57 H 1.4305 -2.4721 5.2719  0.11
58 O 3.7899 0.1942 0.2460  -0.11
59 C 3.9459 1.0952 -0.5601  -0.19
60 C 2.9066 1.8629 -1.2320  -0.11
61 C 3.3366 3.0326 -1.8576  0.06
62 C 2.4330 3.8633 -2.4735  -0.14
63 C 1.0798 3.5470 -2.5034  0.03
64 C 0.6445 2.3873 -1.9087  -0.02
65 C 1.5267 1.5035 -1.2423  -0.38
66 O 1.0606 0.3956 -0.7261  -0.40
67 N 2.9014 5.0907 -3.1203  -0.36
68 O 2.0733 5.7712 -3.6929  0.08
69 O 4.0860 5.3473 -3.0500  0.08
70 H 4.9755 1.3930 -0.8255  0.14
71 H 4.3853 3.3011 -1.8562  0.13
72 H 0.3919 4.2194 -2.9964  0.13
73 H -0.4071 2.1307 -1.9356  0.10
74 C 2.3245 -7.0578 0.0281  -0.02
75 C 2.3925 -5.9986 -1.0219  -0.30
76 C 2.8927 -6.2299 -2.2967  0.01
77 C 2.9130 -5.1690 -3.1838  -0.09
78 N 2.4901 -3.9504 -2.8464  0.06
79 C 2.0207 -3.8444 -1.6121  -0.68
80 S 1.6283 -2.1957 -1.0132  0.78
81 N 1.9378 -4.7807 -0.6881  0.12
82 H 2.7095 -8.0080 -0.3339  0.08
83 H 1.2919 -7.1902 0.3515  0.09
84 H 2.9009 -6.7476 0.8997  0.09
85 H 3.2581 -7.2046 -2.5857  0.12
86 H 3.2917 -5.2860 -4.1922  0.12

Molar mass: 943.97 g/mol
Net charge: +1
Kohn-Sham gap: 8.01 eV
2S+1: 1
Energy relative to the best compared isomer or geometry (same formula, charge and spin): 0.0 kcal per mole
HOMO level: -10.6560 eV
E_tot: -3714.15362 Ha

4.
ORCA calculation (ωB97M-V/def2-TZVPD) on a molecular structure, C34H37As2FINOPPt.

Last column: Löwdin charge in e.
Atoms and positions in Å:
1 Pt 1.0590 0.3922 0.3733  0.68
2 I 1.9194 -1.5760 1.9922  1.33
3 C 0.7058 -3.2782 1.8566  -0.55
4 C 1.3864 -4.3853 2.2844  -0.15
5 C 0.7210 -5.6146 2.4146  -0.03
6 C -0.6091 -5.6669 2.1331  0.02
7 C -1.3193 -4.5236 1.6896  -0.13
8 C -2.7075 -4.6615 1.4654  0.03
9 C -3.4586 -3.6017 1.0563  -0.01
10 C -2.8193 -2.3839 0.8047  -0.08
11 C -1.4624 -2.1810 0.9969  -0.28
12 P -1.1245 -0.4906 0.3609  0.95
13 C -2.1246 0.6022 1.3869  -0.37
14 C -2.4698 1.8836 0.9619  -0.12
15 C -3.2140 2.7187 1.7784  -0.04
16 C -3.6132 2.2819 3.0360  -0.03
17 C -3.2641 1.0103 3.4703  -0.03
18 C -2.5205 0.1726 2.6530  -0.07
19 C -1.8140 -0.6122 -1.2988  -0.39
20 C -2.9879 0.0260 -1.6957  -0.09
21 C -3.5214 -0.2311 -2.9510  -0.03
22 C -2.9063 -1.1392 -3.8009  -0.02
23 C -1.7680 -1.8215 -3.3852  -0.05
24 C -1.2323 -1.5662 -2.1342  -0.13
25 C -0.6659 -3.2631 1.4964  -0.18
26 H 2.4357 -4.3286 2.5458  0.10
27 H 1.2637 -6.4859 2.7528  0.13
28 H -1.1579 -6.5924 2.2501  0.14
29 H -3.1627 -5.6290 1.6347  0.14
30 H -4.5240 -3.6930 0.8981  0.13
31 H -3.4382 -1.5783 0.4275  0.11
32 H -2.1874 2.2330 -0.0214  0.07
33 H -3.5078 3.6997 1.4274  0.12
34 H -4.2103 2.9272 3.6668  0.13
35 H -3.5854 0.6615 4.4431  0.13
36 H -2.2760 -0.8228 3.0000  0.12
37 H -3.5154 0.6923 -1.0274  0.11
38 H -4.4351 0.2617 -3.2556  0.13
39 H -3.3349 -1.3445 -4.7729  0.13
40 H -1.3197 -2.5700 -4.0258  0.13
41 H -0.3880 -2.1495 -1.7837  0.09
42 C 0.4321 3.9702 -0.0277  -0.20
43 As 0.7472 2.3531 -1.0122  1.12
44 C -0.5327 2.2510 -2.4485  -0.20
45 C 2.4262 2.4631 -1.9242  -0.41
46 C 2.9464 3.6720 -2.3545  -0.06
47 C 4.0997 3.6779 -3.1347  -0.02
48 C 4.7130 2.4854 -3.4852  -0.02
49 C 4.1959 1.2708 -3.0420  -0.06
50 C 3.0542 1.2629 -2.2577  -0.40
51 As 2.3903 -0.3929 -1.5311  1.10
52 C 1.7533 -1.4036 -3.0402  -0.22
53 C 3.9118 -1.3860 -0.9115  -0.26
54 H 1.2942 4.1878 0.5997  0.06
55 H -0.4571 3.8547 0.5864  0.03
56 H 0.2861 4.7706 -0.7535  0.06
57 H -0.2796 3.0595 -3.1361  0.07
58 H -1.5480 2.3824 -2.0927  0.03
59 H -0.4486 1.2933 -2.9619  0.04
60 H 2.4726 4.6114 -2.0971  0.12
61 H 4.5167 4.6186 -3.4678  0.13
62 H 5.6065 2.4953 -4.0945  0.13
63 H 4.7076 0.3538 -3.3087  0.11
64 H 2.5960 -1.3904 -3.7354  0.06
65 H 0.8914 -0.9379 -3.5089  0.03
66 H 1.5343 -2.4321 -2.7628  0.05
67 H 4.5774 -1.4734 -1.7716  0.06
68 H 3.5994 -2.3785 -0.5981  0.03
69 H 4.4075 -0.8494 -0.1078  0.04
70 C 0.3262 2.2707 4.3328  0.05
71 C 1.0961 1.8693 3.1188  -0.52
72 N 2.3914 2.0832 3.0709  0.23
73 O 0.4390 1.3346 2.1704  -0.27
74 H 0.9660 2.6712 5.1153  0.10
75 H -0.2191 1.4063 4.7080  0.10
76 H -0.4092 3.0233 4.0456  0.11
77 H 2.8562 2.5251 3.8487  0.15
78 H 2.9112 1.8656 2.2235  0.08
79 F 2.9028 1.1889 0.6416  -0.57

Molar mass: 997.47 g/mol
Net charge: +3
Kohn-Sham gap: 6.43 eV
2S+1: 1
Energy relative to the best compared isomer or geometry (same formula, charge and spin): 48.5 kcal per mole
HOMO level: -16.0488 eV
E_tot: -6776.73958 Ha